{"formula": "C17H47NO7", "method": "ωB97M-V with the def2-TZVPD basis set", "symbols": ["O", "O", "O", "O", "O", "O", "O", "N", "C", "C", "C", "C", "C", "C", "C", "C", "C", "C", "C", "C", "C", "C", "C", "C", "C", "H", "H", "H", "H", "H", "H", "H", "H", "H", "H", "H", "H", "H", "H", "H", "H", "H", "H", "H", "H", "H", "H", "H", "H", "H", "H", "H", "H", "H", "H", "H", "H", "H", "H", "H", "H", "H", "H", "H", "H", "H", "H", "H", "H", "H", "H", "H"], "positions_angstrom": [[11.488336, 0.373246, -12.256629], [8.667690, -0.479340, -7.498676], [7.444974, -3.686599, -11.487970], [12.252992, 2.384125, -6.866126], [5.712524, -0.335062, -7.167013], [9.487524, 2.621126, -8.036606], [12.191011, -3.947338, -4.321621], [6.108737, -3.279160, -11.540273], [5.775289, -3.364222, -9.115577], [5.385933, -1.383921, -6.194291], [4.396892, -1.526219, -12.116581], [9.738661, -1.368618, -7.711122], [11.284568, -0.912980, -12.889818], [3.581608, -2.049261, -10.926921], [3.860184, -3.600666, -10.757048], [5.537392, -5.475121, -10.496573], [13.321114, 1.894672, -8.778691], [13.405575, 1.725882, -7.331928], [6.612717, -1.606943, -13.318157], [12.087361, -2.631316, -4.843601], [6.396034, -0.884269, -10.883127], [8.713215, 2.773111, -6.852737], [5.307255, -3.913234, -10.493059], [5.906781, -1.855267, -11.983698], [10.077405, -1.174310, -9.156829], [5.387738, -3.888770, -8.242212], [2.558565, -1.805342, -11.213248], [3.736894, -1.525184, -9.983879], [10.946847, -0.780582, -13.917691], [6.864514, -3.323159, -9.118046], [10.416737, 2.722340, -7.817710], [9.420639, -2.409414, -7.650471], [11.686553, 0.984470, -12.969867], [9.341380, -1.498721, -9.892441], [6.580888, -5.714952, -10.700731], [14.366452, 2.080092, -6.958645], [5.318021, -2.378268, -9.198545], [11.010125, -1.690952, -9.383101], [13.248327, 2.936885, -9.089492], [5.943905, -2.029652, -14.067903], [14.223978, 1.447401, -9.194487], [6.734994, -0.572893, -13.640500], [10.165490, -0.132632, -9.465454], [4.305360, -0.459370, -12.320443], [6.720452, 0.062853, -11.314178], [3.586112, -4.152066, -11.656453], [12.892948, -2.431928, -5.550275], [5.189825, -5.963679, -9.586299], [6.141191, -2.169534, -6.216962], [10.661127, -1.108158, -7.192154], [8.018929, 3.591578, -7.042954], [11.311718, -4.325401, -4.247340], [8.754073, 0.451058, -7.718898], [10.511893, -1.445914, -12.335691], [8.111940, 1.924335, -6.526952], [11.171043, -2.399805, -5.386612], [7.420370, -1.030668, -10.540491], [9.363547, 3.167500, -6.071962], [7.582825, -2.060503, -13.521306], [12.110139, -1.624654, -12.897503], [5.701549, -0.567543, -10.105003], [12.135027, 2.251660, -5.922658], [7.475097, -4.232852, -12.276837], [5.072892, -5.963570, -11.353162], [4.377490, -1.726419, -6.426308], [5.493111, -1.087092, -5.150977], [12.364471, 1.524593, -9.147444], [13.354978, 0.659828, -7.110403], [4.090476, -1.855061, -13.109596], [3.362011, -4.004394, -9.875612], [6.589624, -0.561430, -7.484906], [12.255901, -1.962394, -3.999663]], "forces_ev_per_angstrom": [[0.225, -1.054, -0.484], [-1.857, -0.885, 1.947], [0.393, 0.534, -0.011], [-0.438, 0.548, 1.095], [-0.504, -0.939, 1.206], [-0.493, -0.799, -0.193], [-0.179, -0.244, -0.471], [-1.735, -0.129, -1.743], [-0.811, 0.355, -1.087], [0.771, 0.697, -0.712], [1.129, -0.304, -0.379], [0.017, 1.502, -2.492], [-0.701, 0.160, 0.285], [-0.143, -0.962, -1.060], [-0.403, 1.185, 0.181], [0.090, 0.641, -1.096], [0.162, 0.393, -1.621], [-0.220, -0.518, 0.278], [-0.441, -0.476, -0.984], [0.550, 0.289, 0.318], [1.600, 1.544, -0.761], [0.195, 1.656, -0.135], [1.598, -1.018, 0.841], [0.604, 0.569, 2.092], [0.892, -0.174, -1.750], [-0.012, -0.111, -0.125], [-0.352, -0.567, 0.327], [0.324, 0.116, -0.176], [-0.067, -0.046, -0.018], [-0.084, 0.124, 0.233], [0.267, -0.178, 0.156], [-0.177, 0.200, 0.978], [0.096, 0.131, 0.136], [-0.302, -0.662, 0.441], [0.163, 0.203, 0.722], [-0.143, 0.467, 0.429], [0.675, 0.183, 1.115], [0.182, 0.036, -0.273], [0.540, 0.267, 0.291], [0.044, -0.210, -0.290], [-0.373, -0.143, -0.674], [-0.239, 0.266, 0.644], [0.497, 0.291, 0.546], [0.134, 0.366, 0.801], [-0.867, 0.555, -0.810], [-0.352, 0.103, 0.007], [0.183, -0.323, -0.039], [0.060, 0.210, 0.015], [-0.271, -0.419, -0.643], [-0.282, -0.241, 0.816], [-0.295, -0.037, 0.004], [0.025, 0.013, 0.012], [1.107, -0.033, -0.444], [-0.247, 0.244, 0.007], [0.390, -0.332, -0.117], [-0.216, -0.197, 0.342], [-0.261, -1.283, 0.823], [-0.112, -0.425, 0.433], [0.045, -0.201, 0.704], [0.665, 0.557, 0.124], [0.149, -0.625, 0.108], [0.042, -0.009, 0.136], [0.480, -0.141, -0.017], [-0.611, 0.145, -0.066], [0.176, -0.218, 0.229], [-0.498, 0.788, 0.005], [0.318, -0.782, -0.212], [-0.018, -0.209, 0.246], [-0.579, -1.044, 0.229], [-0.585, 0.029, -0.182], [0.429, 0.125, -0.107], [-0.356, 0.445, -0.127]], "relative_energy_kj_mol": 279.8, "multiplicity": 1, "smiles": "CC1(C)CCCC(C)(C)N1O.CCO.CCO.CO.CO.CO.CO"}

=====

{"formula": "C36H34BrFN7O5PbS2", "method": "ωB97M-V with the def2-TZVPD basis set", "symbols": ["Pb", "Br", "S", "S", "F", "O", "O", "O", "O", "O", "N", "N", "N", "N", "N", "N", "N", "C", "C", "C", "C", "C", "C", "C", "C", "C", "C", "C", "C", "C", "C", "C", "C", "C", "C", "C", "C", "C", "C", "C", "C", "C", "C", "C", "C", "C", "C", "C", "C", "C", "C", "C", "C", "H", "H", "H", "H", "H", "H", "H", "H", "H", "H", "H", "H", "H", "H", "H", "H", "H", "H", "H", "H", "H", "H", "H", "H", "H", "H", "H", "H", "H", "H", "H", "H", "H", "H"], "positions_angstrom": [[0.470541, 0.552395, -2.084517], [-6.805282, -1.507186, 0.266273], [-1.175694, 1.734106, 5.110184], [-0.371649, -1.817437, -2.438098], [-0.315712, 6.283065, -4.643133], [-0.266930, 0.947730, 5.920758], [-0.999578, 0.113014, -0.058082], [-2.357571, 1.010446, 4.651255], [-1.442752, 3.079508, 5.566888], [-2.651882, 0.510203, -2.222220], [-0.638035, -3.177442, -0.167907], [1.853844, -0.927655, -0.885236], [1.229274, -1.901274, -0.221652], [-0.556877, -1.386680, 1.782890], [1.302332, 2.127790, -0.314544], [-2.059000, -1.672709, 3.396700], [2.900925, 0.491477, -2.843502], [-1.122545, 3.090801, -3.186448], [0.123968, -2.319291, -0.826206], [-0.253295, 2.916598, 1.363917], [3.439223, 1.097560, -3.901402], [-4.144617, -1.253090, 1.219881], [0.833230, 1.213516, 3.263227], [-0.162264, 5.072879, -4.109295], [-0.481726, -2.517900, 5.190502], [1.782051, -2.728014, 4.327379], [1.396160, 1.267870, 1.992908], [-2.806749, -0.880745, 1.130363], [3.683772, 0.217840, -1.780783], [-1.819881, -1.277263, 2.128776], [-1.620830, -5.161539, -1.281606], [0.157017, 2.569979, -3.047026], [1.278021, 3.315090, -3.387297], [3.990207, -1.493797, 0.149000], [3.115118, -0.717381, -0.778496], [-0.290164, 1.964886, 3.561991], [-4.993785, -0.995876, 0.164905], [1.116230, 4.581283, -3.932183], [4.757740, 1.520851, -3.933958], [5.530268, 1.345720, -2.797605], [0.843193, -2.847392, 5.367519], [-3.189323, -0.044040, -1.086779], [1.422133, -2.253899, 3.085723], [4.992180, 0.673768, -1.709614], [-1.281404, 4.360937, -3.727146], [-4.524264, -0.402080, -0.996949], [-0.842193, -2.055620, 3.930253], [0.828693, 2.103048, 1.051026], [-1.870001, -3.812393, -0.624474], [-0.817457, 2.841641, 2.621044], [0.086429, -1.897153, 2.898159], [-2.323557, -0.252770, -0.015120], [-3.367606, 0.257009, -3.435399], [4.045289, -0.996674, 1.121412], [-1.140189, -5.851392, -0.588434], [-2.565243, -5.601547, -1.599678], [-2.910744, -1.539216, 3.913380], [-0.980749, -5.053295, -2.158072], [1.010653, 3.004908, -0.736022], [-2.370936, -3.130410, -1.311320], [-4.508865, -1.777067, 2.091947], [1.175638, -3.195555, 6.335411], [-1.988740, 2.555572, -2.849835], [5.156899, 1.984865, -4.823942], [3.559523, -2.479017, 0.310316], [-0.665416, 3.583222, 0.612272], [-4.294576, 0.830511, -3.471425], [-0.589181, -0.331241, 0.769930], [2.811719, -2.997494, 4.519359], [5.582945, 0.493347, -0.822938], [-2.262939, 4.799358, -3.843940], [-2.508114, -3.917199, 0.252790], [-1.196421, -2.587291, 5.997910], [1.236158, 0.573590, 4.035647], [-1.670273, 3.449314, 2.893147], [2.787189, 1.243260, -4.753971], [-0.292287, -3.418384, 0.752392], [-3.583478, -0.807537, -3.531379], [2.281246, 2.963247, -3.209412], [2.253470, 0.653534, 1.738359], [2.317549, 2.088138, -0.351406], [1.968676, 5.187108, -4.207032], [4.999006, -1.598296, -0.243234], [6.550169, 1.704412, -2.765387], [2.142549, -2.147715, 2.284024], [-2.723413, 0.578783, -4.251532], [-5.207040, -0.224225, -1.814187]], "forces_ev_per_angstrom": [[-0.239, -0.126, 0.466], [-0.004, 0.009, 0.012], [0.149, 0.225, 0.035], [-0.092, 0.253, -0.407], [-0.001, -0.030, 0.021], [-0.033, -0.129, 0.008], [-0.795, 0.937, -1.436], [-0.156, -0.286, -0.076], [-0.003, -0.091, -0.007], [0.171, 0.106, -0.048], [0.122, -0.327, -0.460], [0.162, 0.224, -0.066], [0.046, -0.097, -0.309], [-0.161, 0.240, 1.329], [0.096, -0.284, -0.062], [0.180, -0.166, -0.234], [0.027, 0.141, 0.035], [0.187, 0.076, -0.027], [0.151, -0.061, 0.239], [-0.079, -0.066, -0.032], [0.017, -0.092, -0.033], [-0.036, -0.016, 0.044], [-0.026, 0.018, 0.028], [-0.025, 0.059, -0.017], [-0.036, 0.047, 0.008], [-0.022, 0.018, 0.102], [-0.002, 0.039, -0.032], [-0.163, -0.066, 0.051], [-0.058, 0.000, 0.003], [-0.452, -0.024, 0.423], [-0.016, 0.023, 0.009], [-0.146, -0.395, -0.070], [-0.041, 0.073, 0.081], [0.004, 0.012, -0.029], [-0.083, -0.046, 0.001], [-0.030, -0.090, -0.009], [0.018, -0.038, 0.029], [0.084, -0.049, 0.032], [0.015, -0.024, 0.024], [-0.006, -0.001, -0.026], [0.078, -0.006, 0.015], [0.124, 0.135, -0.155], [0.106, 0.087, -0.059], [-0.009, -0.021, -0.009], [-0.050, -0.070, 0.038], [-0.012, -0.011, 0.094], [-0.042, -0.040, 0.019], [-0.067, 0.136, -0.019], [0.063, -0.041, -0.068], [0.007, 0.002, -0.034], [0.163, 0.006, 0.072], [0.193, 0.081, 0.010], [0.087, 0.091, 0.029], [0.019, 0.019, 0.003], [0.010, -0.007, 0.002], [-0.010, -0.010, -0.001], [-0.031, 0.282, 0.103], [0.001, -0.001, -0.010], [0.123, 0.048, -0.041], [-0.035, 0.014, 0.054], [-0.017, 0.035, 0.041], [-0.003, -0.005, 0.009], [-0.201, -0.225, 0.036], [-0.007, 0.013, -0.005], [-0.010, -0.027, 0.001], [-0.007, 0.019, -0.003], [0.007, -0.007, -0.010], [0.758, -0.445, 0.175], [0.011, -0.029, 0.003], [0.012, -0.030, -0.017], [-0.005, -0.004, -0.003], [-0.027, 0.005, 0.002], [-0.007, 0.009, 0.003], [0.043, -0.058, 0.020], [-0.015, 0.010, -0.006], [-0.005, 0.040, 0.011], [0.013, 0.029, -0.058], [-0.007, -0.008, -0.022], [-0.009, -0.004, -0.015], [0.035, -0.027, 0.014], [0.035, 0.077, 0.072], [0.004, 0.004, 0.000], [-0.004, -0.013, 0.005], [0.004, -0.001, 0.003], [-0.089, -0.016, 0.063], [0.016, -0.008, 0.028], [0.032, -0.026, 0.009]], "total_energy_ev": -158222.579, "multiplicity": 1, "total_charge": 1}